# 1
{
  "formula": "C12H45AgN20O11",
  "method": "the ωB97M-V functional and the def2-TZVPD basis",
  "species": ["Ag", "C", "C", "O", "H", "H", "H", "H", "H", "C", "O", "N", "N", "H", "H", "H", "H", "C", "O", "N", "N", "H", "H", "H", "H", "C", "O", "N", "N", "H", "H", "H", "H", "C", "O", "N", "N", "H", "H", "H", "H", "C", "O", "N", "N", "H", "H", "H", "H", "C", "O", "N", "N", "H", "H", "H", "H", "C", "O", "N", "N", "H", "H", "H", "H", "C", "O", "N", "N", "H", "H", "H", "H", "C", "O", "N", "N", "H", "H", "H", "H", "C", "O", "N", "N", "H", "H", "H", "H"],
  "positions_angstrom": [[0.02098, 1.35981, 0.33841], [2.65032, -0.73001, -0.74139], [3.01631, 0.71949, -1.12479], [1.97404, 1.62820, -0.87747], [1.81093, -1.07132, -1.36667], [2.38355, -0.74620, 0.28750], [3.48978, -1.42884, -0.96990], [3.21683, 0.83599, -2.25365], [3.85939, 1.04098, -0.54323], [1.14568, -4.55956, -2.33273], [-0.07271, -4.81515, -2.42210], [1.91843, -4.01257, -3.32992], [1.88092, -4.82883, -1.10370], [2.91282, -3.84202, -3.07806], [1.56361, -4.01263, -4.28973], [2.61158, -4.16043, -0.90179], [1.30396, -4.90170, -0.27153], [-0.57969, 4.00534, 3.25325], [0.44171, 3.73899, 2.70853], [-1.82859, 3.35417, 2.97990], [-0.67065, 5.09727, 4.19067], [-2.50401, 3.47041, 3.72284], [-1.58741, 2.36149, 2.71647], [0.01516, 5.84775, 3.97380], [-1.55114, 5.49062, 4.44111], [1.03070, -1.22287, -5.16319], [1.27603, -2.00447, -6.11781], [-0.10760, -0.97987, -4.53758], [1.97243, -0.47754, -4.51026], [-0.24434, -0.16069, -3.97089], [-0.96380, -1.19534, -4.98101], [1.81420, -0.25975, -3.52242], [2.89093, -0.77915, -4.74483], [1.52931, 0.78806, 4.25763], [1.64467, -0.32846, 4.72202], [1.19182, 1.88946, 4.98480], [1.98935, 1.07436, 2.96933], [1.05134, 2.87129, 4.63314], [0.81683, 1.65127, 5.88408], [2.60483, 0.46190, 2.51429], [1.97258, 2.07085, 2.72699], [-0.64649, 3.18546, -2.07083], [-1.23902, 2.11676, -1.76542], [-1.43159, 4.31949, -2.08705], [0.64900, 3.23997, -2.47297], [-1.02399, 5.18654, -2.21779], [-2.41875, 4.23543, -2.31378], [1.30179, 2.52556, -2.03347], [1.03544, 4.20115, -2.50023], [-1.78949, -1.60646, -1.65566], [-0.87983, -1.54778, -0.87465], [-2.26151, -0.49038, -2.22415], [-2.54736, -2.73880, -1.86037], [-1.85207, 0.32587, -1.71401], [-3.25284, -0.56751, -2.45587], [-2.16456, -3.57421, -1.57652], [-2.89999, -2.72576, -2.81445], [-4.71506, -0.65022, 0.46061], [-5.84486, -0.91700, 0.11542], [-3.90692, -1.50039, 1.15159], [-4.09378, 0.58070, 0.16270], [-4.46969, -2.38943, 1.04628], [-2.94720, -1.56162, 0.87270], [-3.09882, 0.78300, 0.43463], [-4.48494, 1.05137, -0.64392], [3.75058, 4.44225, 0.35286], [4.58170, 5.33935, 0.49161], [3.48254, 3.94362, -0.87414], [2.86596, 4.05832, 1.33921], [3.02231, 2.95726, -0.80356], [4.32249, 3.94554, -1.48510], [2.56160, 4.58371, 2.18617], [2.19691, 3.38901, 0.96203], [-1.08301, -5.18520, 1.04196], [0.11998, -4.96795, 1.29856], [-2.02310, -4.73052, 1.89889], [-1.46466, -5.67416, -0.14823], [-2.92731, -4.52752, 1.56598], [-1.70725, -4.10759, 2.65192], [-0.80870, -5.51886, -1.00711], [-2.39434, -6.13860, -0.33981], [-1.06411, -0.39357, 2.54179], [-1.42567, 0.63035, 1.92851], [-1.18145, -0.52282, 3.81030], [-0.66122, -1.52729, 1.79949], [-0.95912, -1.38761, 4.30712], [-1.57083, 0.16953, 4.42428], [-0.07117, -2.26591, 2.12550], [-0.47070, -1.23337, 0.81883]],
  "homo_energy_ev": -8.9,
  "homo_lumo_gap_ev": 8.881
}

***

# 2
{
  "formula": "C4H7NS",
  "method": "the ωB97M-V functional and the def2-TZVPD basis",
  "species": ["C", "S", "C", "C", "C", "N", "H", "H", "H", "H", "H", "H", "H"],
  "positions_angstrom": [[-1.96698, -0.65136, 0.32285], [-0.60305, -1.23896, -0.74407], [0.68447, -0.20433, 0.10367], [0.75742, 1.21858, -0.51815], [2.03843, -0.84550, 0.03713], [3.03537, -1.44089, -0.09037], [-1.93004, -1.13502, 1.29973], [-2.93570, -0.82424, -0.16426], [-1.88926, 0.44570, 0.36755], [0.37409, -0.13427, 1.16184], [1.14141, 1.26656, -1.51555], [-0.19794, 1.78705, -0.42566], [1.49178, 1.75667, 0.16529]],
  "homo_energy_ev": -9.2,
  "homo_lumo_gap_ev": 9.950,
  "smiles": "CS[C@H](C)C#N"
}

***

We obtain calculated total energy values of -2554.3345, -609.5283 hartree for the records listed above, in that order.
We obtain F_max values of 4.964, 2.763 eV Å⁻¹ for the records listed above, in that order.